# 1
The following is a DFT calculation (ωB97M-V/def2-TZVPD) of a cluster of 3 separate species, C12H32N3O4PS2 in total.

Calculated values
Frontier orbital gap (eV): 9.7
SMILES: CCSCNC(=O)O[PH2]=S.COC[C@@H](C)N.COC[C@@H](C)N
E_tot (hartree): -2079.362227
HOMO energy (eV): -9.1
Largest force on an atom (eV Å⁻¹): 0.6
Multiplicity: 1

Structure (XYZ):
```
54
Properties=species:S:1:pos:R:3:lowdin_charge:R:1
C -0.776 -3.160 1.263 -0.14
C -1.790 -2.665 0.217 -0.52
S -1.784 -0.875 -0.058 0.87
C -2.711 -0.301 1.392 -0.46
N -4.116 0.022 1.155 0.03
C -4.935 -1.027 0.767 -0.65
O -5.504 -1.157 -0.272 0.12
O -5.011 -1.982 1.772 -0.29
P -6.451 -2.648 2.159 0.30
S -8.022 -1.564 2.138 0.20
H -0.276 -2.322 1.753 0.04
H -1.270 -3.744 2.039 0.07
H -0.004 -3.774 0.799 0.07
H -1.623 -3.118 -0.758 0.07
H -2.797 -2.942 0.530 0.06
H -2.665 -1.072 2.158 0.09
H -2.208 0.586 1.768 0.08
H -4.219 0.744 0.450 0.14
H -6.083 -3.115 3.422 -0.01
H -6.468 -3.791 1.352 -0.01
C 3.721 -0.541 3.263 -0.07
C 2.891 -0.688 1.993 -0.43
C 3.619 -0.253 0.715 -0.21
O 3.716 1.147 0.537 -0.19
C 4.791 1.776 1.204 -0.11
N 1.612 0.004 2.171 0.05
H 3.786 0.502 3.576 0.06
H 3.256 -1.095 4.078 0.08
H 4.734 -0.922 3.123 0.08
H 2.669 -1.753 1.864 0.13
H 3.047 -0.613 -0.145 0.12
H 4.617 -0.709 0.662 0.12
H 5.676 1.131 1.225 0.09
H 4.535 2.057 2.229 0.08
H 5.032 2.682 0.650 0.09
H 1.024 -0.185 1.365 0.04
H 1.791 1.004 2.125 0.07
C 1.013 1.454 -4.672 -0.07
C 0.154 0.976 -3.507 -0.43
C -0.626 2.093 -2.803 -0.21
O 0.148 2.906 -1.942 -0.19
C 0.852 3.961 -2.565 -0.11
N 0.989 0.205 -2.583 0.05
H 1.917 1.953 -4.321 0.06
H 1.326 0.604 -5.277 0.07
H 0.465 2.148 -5.313 0.08
H -0.602 0.293 -3.909 0.14
H -1.378 1.627 -2.161 0.10
H -1.156 2.716 -3.537 0.12
H 0.282 4.378 -3.401 0.09
H 1.833 3.644 -2.928 0.08
H 0.999 4.739 -1.817 0.09
H 0.395 -0.193 -1.862 0.02
H 1.589 0.859 -2.084 0.07
```

---

# 2
The following is a DFT calculation (ωB97M-V/def2-TZVPD) of an isolated molecule of C4H12N2 at a distorted geometry.

Calculated values
Frontier orbital gap (eV): 9.5
Energy above the lowest of the compared OMol25 structures with the same formula, charge and spin (kcal/mol): 41.7
SMILES: CCCNCN
E_tot (hartree): -269.049965
HOMO energy (eV): -8.3
Largest force on an atom (eV Å⁻¹): 4.8
Multiplicity: 1

Structure (XYZ):
```
18
Properties=species:S:1:pos:R:3:lowdin_charge:R:1
C 1.616 1.395 -0.993 -0.11
C 0.310 1.845 -0.188 -0.21
C -0.786 0.753 -0.451 -0.27
N -0.451 -0.457 0.262 -0.14
C -1.018 -1.757 0.364 -0.32
N -0.484 -2.599 1.479 0.03
H 1.527 1.796 -2.002 0.06
H 1.583 0.359 -1.109 0.02
H 2.522 1.831 -0.453 0.09
H 0.404 1.656 0.961 0.12
H 0.035 2.915 -0.404 0.11
H -0.716 0.504 -1.526 0.11
H -1.807 0.943 -0.086 0.12
H 0.568 -0.649 0.269 0.10
H -2.083 -1.485 0.628 0.12
H -1.067 -2.287 -0.558 0.09
H -0.619 -2.100 2.353 0.07
H 0.464 -2.664 1.454 0.00
```

---

# 3
The following is a DFT calculation (ωB97M-V/def2-TZVPD) of a structure of composition C3H14AgN6O5 at a distorted geometry.

Calculated values
Frontier orbital gap (eV): 4.8
Net charge: -1
E_tot (hartree): -974.447979
HOMO energy (eV): -2.3
Largest force on an atom (eV Å⁻¹): 1.8
Multiplicity: 1

Structure (XYZ):
```
29
Properties=species:S:1:pos:R:3:lowdin_charge:R:1
Ag -23.140 1.083 20.726 0.72
O -26.065 0.670 20.257 -0.58
H -25.780 1.294 20.943 -0.22
O -23.389 0.178 18.544 -0.56
H -22.473 0.000 18.823 -0.20
C -23.115 4.161 22.343 -0.66
O -23.019 3.015 21.964 -0.02
N -22.413 5.191 21.816 0.16
N -23.886 4.509 23.429 0.15
H -22.637 6.128 22.090 0.09
H -21.795 5.008 21.048 0.11
H -23.941 5.470 23.695 0.09
H -24.397 3.717 23.775 0.11
C -20.262 -0.996 20.726 -0.67
O -21.076 -0.240 21.206 -0.01
N -20.594 -2.122 20.030 0.17
N -18.905 -0.820 20.848 0.14
H -21.543 -2.459 20.044 0.09
H -19.860 -2.628 19.575 0.09
H -18.570 -0.043 21.383 0.09
H -18.270 -1.518 20.516 0.08
C -23.747 -2.372 21.788 -0.71
O -23.128 -2.562 22.829 -0.02
N -24.357 -1.217 21.454 0.12
N -23.858 -3.325 20.792 0.13
H -24.426 -0.499 22.151 0.08
H -24.964 -1.131 20.641 0.06
H -23.620 -4.278 20.985 0.08
H -24.420 -3.111 19.987 0.09
```

---

# 4
The following is a DFT calculation (ωB97M-V/def2-TZVPD) of an isolated molecule of C4H2O2.

Calculated values
Frontier orbital gap (eV): 9.9
Energy above the lowest of the compared OMol25 structures with the same formula, charge and spin (kcal/mol): 11.0
SMILES: O=CC#CC=O
E_tot (hartree): -303.992237
HOMO energy (eV): -11.0
Largest force on an atom (eV Å⁻¹): 0.7
Multiplicity: 1

Structure (XYZ):
```
8
Properties=species:S:1:pos:R:3:lowdin_charge:R:1
O 1.068 -1.638 1.800 0.08
C 1.518 -0.903 0.954 -0.26
C 0.652 0.056 0.282 0.06
C -0.252 0.603 -0.306 0.07
C -1.522 0.896 -0.956 -0.27
O -1.872 1.954 -1.412 0.08
H 2.565 -0.959 0.617 0.12
H -2.157 -0.009 -0.979 0.13
```

---

# 5
The following is a DFT calculation (ωB97M-V/def2-TZVPD) of a structure of composition C3H6OS at a distorted geometry.

Calculated values
Frontier orbital gap (eV): 8.1
Energy above the lowest of the compared OMol25 structures with the same formula, charge and spin (kcal/mol): 122.6
E_tot (hartree): -591.137632
HOMO energy (eV): -8.4
Largest force on an atom (eV Å⁻¹): 5.4
Multiplicity: 1

Structure (XYZ):
```
11
Properties=species:S:1:pos:R:3:lowdin_charge:R:1
C 0.019 -1.712 -0.709 -0.22
C 1.000 -0.541 -0.502 -0.24
C 0.084 0.058 0.751 -0.56
H -1.460 -0.956 -1.689 0.15
H -0.100 -2.325 -1.614 0.11
H 0.321 -2.289 0.165 0.09
H 2.136 -0.641 -0.505 0.13
H 0.702 0.378 -0.992 0.00
H -0.985 -0.486 1.513 0.21
O -1.459 -1.107 -0.628 -0.21
S 0.277 1.772 0.681 0.54
```

---

# 6
The following is a DFT calculation (ωB97M-V/def2-TZVPD) of an isolated molecule of C2HClNO2P at a distorted geometry.

Calculated values
Frontier orbital gap (eV): 10.5
Energy above the lowest of the compared OMol25 structures with the same formula, charge and spin (kcal/mol): 3.2
SMILES: N#CC(=O)OPCl
E_tot (hartree): -1083.593298
HOMO energy (eV): -10.9
Largest force on an atom (eV Å⁻¹): 2.2
Multiplicity: 1

Structure (XYZ):
```
8
Properties=species:S:1:pos:R:3:lowdin_charge:R:1
C 0.688 1.382 -2.791 -0.08
C 0.231 0.804 -1.503 -0.57
N 0.820 1.913 -3.783 0.20
O -0.602 -0.041 -1.342 0.13
O 0.661 1.583 -0.529 -0.38
P 0.440 1.486 1.153 0.61
Cl 1.717 -0.048 1.437 0.20
H -0.514 0.476 1.029 -0.10
```

---

Which of these has the highest largest force on an atom?
C3H6OS

---

Which formula does entry 2 have?
C4H12N2

---

What is the HOMO energy in the sixth record?
-10.9 eV